The following is a DFT calculation (the ωB97M-V functional and the def2-TZVPD basis) of a structure of composition C41H46Br2CsN4O7PS2.

Calculated values
* HOMO: -3.445 eV
* E: -8641.78320 a.u.
* strongest force on any atom: 1.38 eV/Å
* frontier orbital gap: 6.8 eV
* energy above the lowest of the compared OMol25 structures with the same formula, charge and spin: 4.1 kcal per mole
* LUMO level: 3.359 eV

Geometry as ORCA input:
```
! RIJCOSX wB97M-V def2-TZVPD def2/J DEFGRID3
* xyz -2 1
Cs -0.632 -0.934 0.985
Br -1.501 -0.229 4.790
C -1.091 1.229 3.611
Br 0.788 1.594 3.455
H -1.581 2.124 3.958
H -1.462 0.969 2.628
O -2.357 -7.008 -3.974
C -3.200 -6.134 -3.688
O -4.435 -6.114 -3.886
C -2.645 -4.918 -2.890
C -3.414 -3.766 -2.767
C -2.903 -2.686 -2.070
N -1.705 -2.694 -1.475
C -0.963 -3.804 -1.577
C -1.396 -4.926 -2.285
C 0.372 -3.809 -0.825
O 0.951 -4.918 -0.726
O 0.765 -2.710 -0.354
H -4.399 -3.765 -3.218
H -3.470 -1.762 -1.964
H -0.757 -5.796 -2.356
C -3.851 -2.489 1.978
N -2.973 -3.482 1.401
C -2.118 -4.284 2.081
S -1.943 -4.263 3.763
N -1.389 -5.080 1.276
C -0.376 -6.028 1.693
H -4.889 -2.711 1.719
H -3.619 -1.482 1.631
H -3.742 -2.520 3.055
H -2.893 -3.487 0.392
H -1.532 -5.010 0.275
H -0.062 -5.790 2.703
H 0.462 -5.949 1.000
H -0.770 -7.049 1.687
C 2.003 -4.210 3.905
S 1.434 -3.381 2.405
O 0.883 -2.069 2.860
C 3.072 -3.007 1.769
C 3.779 -1.952 2.326
C 5.029 -1.625 1.820
C 5.552 -2.349 0.753
C 4.819 -3.385 0.187
C 3.564 -3.716 0.685
H 2.621 -3.530 4.493
H 2.563 -5.100 3.604
H 1.093 -4.480 4.448
H 3.331 -1.368 3.125
H 5.583 -0.795 2.245
H 6.522 -2.086 0.344
H 5.214 -3.919 -0.669
H 2.940 -4.465 0.203
C 1.775 5.902 1.632
C 0.793 5.659 0.511
C 1.242 5.737 -0.806
C 0.373 5.472 -1.851
C -0.940 5.112 -1.602
C -1.408 5.019 -0.288
N -2.727 4.641 0.011
C -3.477 3.815 -0.870
C -4.011 4.312 -2.055
C -4.725 3.485 -2.909
C -4.920 2.149 -2.581
C -4.399 1.656 -1.394
C -3.689 2.477 -0.526
C -3.141 1.913 0.775
O -3.232 2.640 1.796
O -2.628 0.763 0.719
C -0.535 5.318 0.779
C -1.056 5.217 2.191
H 2.768 6.091 1.224
H 1.839 5.032 2.291
H 1.486 6.760 2.244
H 2.280 5.981 -1.006
H 0.726 5.522 -2.877
H -1.599 4.866 -2.424
H -2.830 4.267 0.949
H -3.865 5.360 -2.295
H -5.129 3.887 -3.831
H -5.468 1.498 -3.250
H -4.521 0.612 -1.131
H -1.310 4.181 2.439
H -1.971 5.807 2.309
H -0.329 5.576 2.916
C 1.405 -0.278 -2.287
P 1.935 0.621 -0.775
C 0.601 1.891 -0.694
C 3.318 1.629 -1.460
C 3.148 2.668 -2.373
C 4.241 3.384 -2.845
C 5.523 3.066 -2.414
C 5.707 2.031 -1.507
C 4.610 1.323 -1.031
H 1.278 0.397 -3.137
H 0.464 -0.788 -2.066
H 2.132 -1.054 -2.530
H 0.340 2.319 -1.662
H 0.890 2.701 -0.024
H -0.300 1.431 -0.287
H 2.153 2.936 -2.713
H 4.091 4.196 -3.550
H 6.376 3.625 -2.782
H 6.705 1.780 -1.167
H 4.741 0.517 -0.314
*
```